50
Properties=species:S:1:pos:R:3:nbo_charge:R:1 method="wB97M-V/def2-TZVPD" charge=+4 homo_energy_ev="-21.6 / -21.6" total_energy_ev=-42574.458 gap_ev="6.07 / 6.07" fmax_ha_per_bohr=0.007
Tc -0.33383 -1.06193 -0.42361 0.64
C 4.83129 -0.99401 -0.74771 -0.42
N 3.91836 -0.66056 0.38152 -0.24
C 4.28542 0.06179 1.48649 0.02
C 3.20494 0.14438 2.30659 0.00
N 2.16565 -0.51983 1.68313 -0.33
C 2.63373 -0.99913 0.49161 0.21
S 1.70686 -1.97265 -0.58745 0.35
C 0.94983 -0.88514 2.35202 0.38
C 0.97823 -1.09180 3.71650 -0.21
C -0.19887 -1.40997 4.38153 -0.04
C -1.37682 -1.52434 3.65518 -0.18
C -1.33165 -1.34253 2.29260 0.05
N -0.18670 -1.02209 1.63218 -0.43
H 5.82603 -1.12628 -0.33135 0.28
H 4.81921 -0.17709 -1.46452 0.25
H 4.50228 -1.92576 -1.19963 0.25
H 5.28429 0.45250 1.60835 0.30
H 3.09957 0.61898 3.26811 0.29
H 1.91257 -1.03391 4.25746 0.28
H -0.18602 -1.58262 5.45121 0.29
H -2.31788 -1.77042 4.12935 0.30
H -2.21976 -1.45248 1.68417 0.24
C -5.29776 0.40543 -2.47074 -0.69
C -4.10566 -0.37015 -2.07819 0.41
C -3.79001 -1.73725 -2.34006 -0.26
C -2.59576 -1.97361 -1.75244 0.21
N -2.14154 -0.80723 -1.09999 -0.32
N -3.09889 0.13666 -1.37037 -0.32
C -1.71595 -3.18378 -1.70821 -0.70
H -6.19588 -0.14288 -2.17641 0.31
H -5.30968 0.48269 -3.56330 0.31
H -5.31536 1.40190 -2.03510 0.26
H -4.40399 -2.42637 -2.90042 0.31
H -3.02582 1.07390 -0.99872 0.45
H -2.31222 -4.09839 -1.73202 0.34
H -1.16001 -3.29407 -0.75352 0.20
H -1.03006 -3.22886 -2.55837 0.29
C 0.14432 0.62821 -0.57609 0.47
C 0.48983 1.93396 -0.70526 -0.28
C 1.05338 2.37636 -1.94975 -0.08
C 1.36025 3.70384 -2.09659 -0.21
C 1.11325 4.58865 -1.03834 0.02
C 0.56401 4.17147 0.18572 -0.20
C 0.24695 2.85282 0.36918 -0.11
H 1.21805 1.66944 -2.75304 0.25
H 1.78243 4.07134 -3.02259 0.29
H 1.35176 5.63843 -1.17082 0.28
H 0.39132 4.89523 0.97118 0.28
H -0.18373 2.50714 1.30051 0.24